[1]
Below is C7H9N in the gas phase at a distorted geometry, with properties calculated with ωB97M-V/def2-TZVPD.

Element x y z (Å)
N  1.6179  -0.6111  -1.4228
C  -0.1136  1.1218  2.1498
C  -0.3148  -0.5352  -0.4120
C  0.9338  0.4138  -2.0913
C  -1.2089  0.6570  1.5099
C  -1.1986  -0.7306  0.7712
C  -0.2627  0.6034  -1.4238
C  0.8072  -1.2489  -0.5841
H  2.6138  -0.8933  -1.5195
H  -2.2329  1.1259  1.4044
H  0.8061  0.5154  2.0127
H  1.1535  -2.1853  -0.1081
H  -0.0702  2.1307  2.6043
H  -2.2916  -1.0585  0.4561
H  -0.8185  -1.4982  1.4390
H  -0.9765  1.2640  -1.8321
H  1.5560  0.9291  -2.9539

**Energy relative to the best compared isomer or geometry (same formula, charge and spin)**: 227.3 kJ/mol
**Highest occupied orbital energy**: -8.15 eV
**Charge**: 0
**Lowest unoccupied orbital energy**: 0.977 eV
**Energy**: -326.8044 Ha
**HOMO-LUMO gap**: 9.1 eV
**SMILES**: C=CCc1cc[nH]c1



[2]
Below is a gas-phase ion, C7H9N2O2 (charge +1) at a distorted geometry, with properties calculated with ωB97M-V/def2-TZVPD.

Element x y z (Å)
O  2.1202  -1.6103  1.4232
O  0.6049  -1.1909  3.0464
N  -1.6965  0.0654  -1.2149
N  -0.4248  1.9816  -1.6705
C  -0.6362  0.8236  -0.9121
C  1.4827  1.2627  0.4737
C  -0.0893  -0.7657  0.7816
C  0.8932  -1.2222  1.8888
C  -2.0252  -1.0712  -0.5645
C  0.2448  0.4356  0.1252
C  -1.2362  -1.5414  0.4557
H  -1.4720  -2.4731  0.9756
H  -0.3802  1.6609  -2.6415
H  2.2228  1.1397  -0.3385
H  1.9818  -1.8606  0.4951
H  -2.9015  -1.6480  -0.8675
H  1.1871  2.3228  0.5621
H  -2.3012  0.3540  -1.9818
H  0.4838  2.3832  -1.4559
H  1.9419  0.9539  1.4201

**Energy relative to the best compared isomer or geometry (same formula, charge and spin)**: 0.0 kJ/mol
**Highest occupied orbital energy**: -14.16 eV
**Charge**: +1
**Lowest unoccupied orbital energy**: -4.725 eV
**Energy**: -531.9106 Ha
**HOMO-LUMO gap**: 9.4 eV
**SMILES**: Cc1c(C(=O)O)cc[nH]c1=[NH2+]



[3]
Below is 2 unconnected molecules or ions with the total composition C7H9N2O3 at a distorted geometry, with properties calculated with ωB97M-V/def2-TZVPD.

Element x y z (Å)
O  3.1487  -2.1062  0.2175
O  1.9253  2.3120  0.1632
O  3.3072  0.4398  -0.0859
N  1.8275  -2.1738  0.0307
N  2.0668  0.8921  -0.0339
C  -1.0610  -0.9839  -0.4376
C  -2.4127  1.3668  0.2082
C  -1.0400  1.4173  0.1533
C  -0.3309  0.2216  -0.1358
C  1.0147  0.1038  -0.0561
C  -3.0826  0.2031  -0.1488
C  -2.4581  -0.9825  -0.5713
H  3.4592  -1.8807  1.1466
H  -0.4678  2.2839  0.2174
H  -4.1897  -0.1124  -0.0270
H  -0.4767  -2.0089  -0.5235
H  -2.9925  -1.8641  -0.7937
H  -3.0849  2.2292  0.4113
H  3.7905  0.7798  0.7092
H  2.6455  2.8272  -0.1666
H  1.6356  -2.2337  -0.8980

**Energy relative to the best compared isomer or geometry (same formula, charge and spin)**: 779.9 kJ/mol
**Highest occupied orbital energy (spin up / spin down)**: -13.18 / -13.24 eV
**Charge**: +1
**Lowest unoccupied orbital energy (spin up / spin down)**: -4.547 / -5.450 eV
**Energy**: -606.7780 Ha
**HOMO-LUMO gap (spin up / spin down)**: 8.6 / 7.8 eV



[4]
Below is a molecular structure, C7H9N2OReS6SbSi, with properties calculated with ωB97M-V/def2-TZVPD.

Element x y z (Å)
Re  -0.1898  -1.2599  -0.0880
Sb  5.0408  -4.8615  0.0589
S  -1.6032  -1.1637  1.6662
S  -2.1502  -1.9094  -0.9640
S  2.8329  -2.1060  -0.3337
S  4.0481  -2.7894  1.1215
S  3.8829  -5.0110  -1.7754
S  1.0260  -3.1146  0.0365
Si  0.9386  2.0201  -0.4440
O  0.2330  0.4015  -0.5291
N  -5.9059  -2.4678  -0.9262
N  -5.0561  -1.1104  3.2626
C  -4.6992  -1.3821  2.2055
C  -2.9302  -1.5833  0.5833
C  0.4982  2.5510  1.2632
C  -4.2318  -1.6880  0.8816
C  -5.1755  -2.1088  -0.1162
C  0.1363  2.9875  -1.7788
C  2.7470  1.7700  -0.6731
H  -0.5803  2.5107  1.4303
H  -0.9486  3.0145  -1.6663
H  3.2504  2.7404  -0.6564
H  0.9877  1.9171  2.0061
H  3.1695  1.1624  0.1298
H  0.8237  3.5794  1.4377
H  0.3745  2.5896  -2.7666
H  0.5036  4.0165  -1.7362
H  2.9774  1.2951  -1.6291

**Energy relative to the best compared isomer or geometry (same formula, charge and spin)**: 34.1 kJ/mol
**Highest occupied orbital energy**: -12.27 eV
**Charge**: +1
**Lowest unoccupied orbital energy**: -5.620 eV
**Energy**: -3453.8738 Ha
**HOMO-LUMO gap**: 6.6 eV



[5]
Below is a molecular structure, C7H9N2S2 at a distorted geometry, with properties calculated with ωB97M-V/def2-TZVPD.

Element x y z (Å)
S  -3.0429  -0.5780  -0.4510
S  -0.2752  1.5646  -1.0415
N  1.0628  0.6627  -0.4642
N  -0.4255  -0.9547  0.0255
C  2.0164  -1.3187  0.2164
C  -1.5294  -0.0448  0.2020
C  3.4357  0.5353  -0.5426
C  -4.3678  0.3519  0.4461
C  0.8791  -0.6202  -0.0641
C  3.2617  -0.7340  -0.0387
C  2.3134  1.2244  -0.6541
H  1.8663  -2.3348  0.6825
H  -4.2240  1.4991  0.3990
H  -1.5628  0.5961  1.1023
H  -4.4620  0.0243  1.4352
H  -5.2763  0.0570  -0.1270
H  4.3761  1.1212  -0.6500
H  -0.5641  -1.9321  0.1813
H  4.0996  -1.3314  0.3181
H  2.4189  2.2120  -0.9751

**Energy relative to the best compared isomer or geometry (same formula, charge and spin)**: 0.0 kJ/mol
**2S+1**: 3
**Highest occupied orbital energy (spin up / spin down)**: -10.12 / -12.56 eV
**Charge**: +1
**Lowest unoccupied orbital energy (spin up / spin down)**: -4.272 / -6.591 eV
**Energy**: -1177.6357 Ha
**HOMO-LUMO gap (spin up / spin down)**: 5.8 / 6.0 eV



[6]
Below is 4 unconnected molecules or ions with the total composition C7H9N3O2 at a distorted geometry, with properties calculated with ωB97M-V/def2-TZVPD.

Element x y z (Å)
O  2.8911  0.7028  0.1816
O  2.2446  -1.3480  -0.0198
N  -1.2149  2.2824  -0.1466
N  -3.3772  -0.7104  0.1544
N  0.5178  0.3724  0.0856
C  -3.0178  0.5616  -0.2171
C  -1.6308  0.9813  -0.1860
C  4.0743  0.0076  -0.1498
C  -1.0365  -1.3921  -0.1938
C  -2.4050  -1.7076  0.0941
C  1.8499  -0.1461  0.0483
C  -0.7539  -0.1746  -0.0595
H  4.0064  -1.1189  0.4727
H  -1.9088  3.1747  1.1006
H  -3.8026  1.1842  0.0879
H  0.3761  1.4783  1.1058
H  4.9541  0.5824  0.5962
H  -3.0073  -2.7199  0.4799
H  0.2382  2.5314  -0.4800
H  -0.1237  -2.0808  0.0363
H  4.2210  -0.2609  -1.3643

**Energy relative to the best compared isomer or geometry (same formula, charge and spin)**: 1268.3 kJ/mol
**Highest occupied orbital energy**: -8.32 eV
**Charge**: 0
**Lowest unoccupied orbital energy**: -1.630 eV
**Energy**: -586.4373 Ha
**HOMO-LUMO gap**: 6.7 eV



[7]
Below is 2 unconnected molecules or ions with the total composition C7H9N3O2 at a distorted geometry, with properties calculated with ωB97M-V/def2-TZVPD.

Element x y z (Å)
O  3.4317  0.8799  0.0166
O  -1.3316  2.3428  -0.5536
N  0.1820  -0.2904  0.8172
N  0.5589  -1.1373  -0.1455
N  -1.4684  1.0204  -0.2283
C  2.2486  0.2065  0.0884
C  -1.7539  -1.1547  -0.4267
C  -1.7993  -0.8092  0.9515
C  -1.5522  0.0105  -1.1383
C  1.2076  0.5389  0.9709
C  1.7992  -0.8782  -0.6210
C  -1.6262  0.5543  1.0478
H  -1.8675  -2.1566  -0.8647
H  -0.0754  -1.8949  -0.4451
H  1.1639  1.3307  1.6963
H  3.9929  0.4687  -0.6609
H  -0.3720  2.4936  -0.5561
H  -1.4750  0.2117  -2.2083
H  -1.9276  -1.4879  1.7745
H  2.2542  -1.4774  -1.4140
H  -1.5899  1.2286  1.8993

**Energy relative to the best compared isomer or geometry (same formula, charge and spin)**: 730.4 kJ/mol
**Highest occupied orbital energy**: -6.42 eV
**Charge**: 0
**Lowest unoccupied orbital energy**: 0.632 eV
**Energy**: -586.6422 Ha
**HOMO-LUMO gap**: 7.1 eV
**SMILES**: Oc1cn[nH]c1.On1cccc1



[8]
Below is C7H9N3O2S in the gas phase at a distorted geometry, with properties calculated with ωB97M-V/def2-TZVPD.

Element x y z (Å)
S  -2.5535  -1.0617  -1.5826
O  -3.7197  -0.5263  -0.8575
O  -2.6699  -2.4283  -1.8312
N  1.0854  0.0329  -0.5580
N  2.1440  1.0124  1.3554
N  0.0488  -0.4550  -1.2662
C  -1.2325  -0.1216  0.7748
C  3.4499  0.4132  1.2917
C  -2.3018  -0.1770  -3.1413
C  0.9727  0.4370  0.7262
C  -1.1094  -0.5393  -0.5694
C  -0.1490  0.3408  1.4723
C  2.6217  0.6391  2.6489
H  -3.2731  -0.2693  -3.6785
H  -2.0526  0.8664  -2.8416
H  -0.2452  0.9082  2.4132
H  4.1399  1.1915  0.8443
H  -1.5784  -0.5985  -3.7663
H  2.7905  1.3870  3.4320
H  3.4898  -0.5372  0.6497
H  -2.2082  -0.2135  1.3512
H  2.3507  -0.3007  3.1331

**Energy relative to the best compared isomer or geometry (same formula, charge and spin)**: 287.6 kJ/mol
**Highest occupied orbital energy**: -9.45 eV
**Charge**: 0
**Lowest unoccupied orbital energy**: -0.211 eV
**Energy**: -984.9258 Ha
**HOMO-LUMO gap**: 9.2 eV
**SMILES**: CS(=O)(=O)c1ccc(N2CC2)nn1



What did the second record say?
Below is a gas-phase ion, C7H9N2O2 (charge +1) at a distorted geometry, with properties calculated with ωB97M-V/def2-TZVPD.

Element x y z (Å)
O  2.1202  -1.6103  1.4232
O  0.6049  -1.1909  3.0464
N  -1.6965  0.0654  -1.2149
N  -0.4248  1.9816  -1.6705
C  -0.6362  0.8236  -0.9121
C  1.4827  1.2627  0.4737
C  -0.0893  -0.7657  0.7816
C  0.8932  -1.2222  1.8888
C  -2.0252  -1.0712  -0.5645
C  0.2448  0.4356  0.1252
C  -1.2362  -1.5414  0.4557
H  -1.4720  -2.4731  0.9756
H  -0.3802  1.6609  -2.6415
H  2.2228  1.1397  -0.3385
H  1.9818  -1.8606  0.4951
H  -2.9015  -1.6480  -0.8675
H  1.1871  2.3228  0.5621
H  -2.3012  0.3540  -1.9818
H  0.4838  2.3832  -1.4559
H  1.9419  0.9539  1.4201

**Energy relative to the best compared isomer or geometry (same formula, charge and spin)**: 0.0 kJ/mol
**Highest occupied orbital energy**: -14.16 eV
**Charge**: +1
**Lowest unoccupied orbital energy**: -4.725 eV
**Energy**: -531.9106 Ha
**HOMO-LUMO gap**: 9.4 eV
**SMILES**: Cc1c(C(=O)O)cc[nH]c1=[NH2+]



What did the sixth record say?
Below is 4 unconnected molecules or ions with the total composition C7H9N3O2 at a distorted geometry, with properties calculated with ωB97M-V/def2-TZVPD.

Element x y z (Å)
O  2.8911  0.7028  0.1816
O  2.2446  -1.3480  -0.0198
N  -1.2149  2.2824  -0.1466
N  -3.3772  -0.7104  0.1544
N  0.5178  0.3724  0.0856
C  -3.0178  0.5616  -0.2171
C  -1.6308  0.9813  -0.1860
C  4.0743  0.0076  -0.1498
C  -1.0365  -1.3921  -0.1938
C  -2.4050  -1.7076  0.0941
C  1.8499  -0.1461  0.0483
C  -0.7539  -0.1746  -0.0595
H  4.0064  -1.1189  0.4727
H  -1.9088  3.1747  1.1006
H  -3.8026  1.1842  0.0879
H  0.3761  1.4783  1.1058
H  4.9541  0.5824  0.5962
H  -3.0073  -2.7199  0.4799
H  0.2382  2.5314  -0.4800
H  -0.1237  -2.0808  0.0363
H  4.2210  -0.2609  -1.3643

**Energy relative to the best compared isomer or geometry (same formula, charge and spin)**: 1268.3 kJ/mol
**Highest occupied orbital energy**: -8.32 eV
**Charge**: 0
**Lowest unoccupied orbital energy**: -1.630 eV
**Energy**: -586.4373 Ha
**HOMO-LUMO gap**: 6.7 eV



> Which of these has the highest energy relative to the best compared isomer or geometry (same formula, charge and spin)?

number 6